Record 1
Density functional theory data (wB97M-V/def2-TZVPD) for a cluster of 4 separate species, C24H22N3O13 in total.

The charge is +1. The electronic energy is -56323.2130 eV. As for the LUMO energy: -3.92 eV.

Each line ends with the Mulliken charge.
Atoms and positions in Å:
C 0.77 -0.03 -1.84  -1.007
C 0.84 -1.45 -2.33  0.536
N 0.00 -2.30 -1.92  -0.559
C 1.93 -1.84 -3.33  -0.810
C 2.80 -0.72 -3.80  -0.030
C 2.62 0.20 -4.78  -0.429
N 3.73 1.00 -4.80  -0.066
C 4.59 0.61 -3.88  -0.295
N 4.03 -0.42 -3.27  0.419
O 4.61 -1.15 -2.27  -0.503
H 0.25 0.00 -0.88  0.333
H 1.76 0.41 -1.69  0.341
H 0.22 0.58 -2.56  0.266
H 0.14 -3.22 -2.34  0.213
H 1.50 -2.32 -4.21  0.444
H 2.57 -2.59 -2.86  0.407
H 1.77 0.31 -5.43  0.465
H 3.88 1.77 -5.44  0.227
H 5.56 1.03 -3.67  0.524
H 4.74 -0.58 -1.49  0.451
C -5.14 0.73 0.81  -1.002
C -3.97 1.11 0.28  0.334
C -3.02 0.13 -0.36  0.976
O -1.99 0.59 -0.83  -0.574
C -3.36 -1.27 -0.39  -1.047
C -4.53 -1.66 0.15  0.516
C -5.50 -0.67 0.77  1.018
O -6.53 -1.14 1.21  -0.652
O -4.94 -2.91 0.18  -0.583
O -3.55 2.37 0.27  -0.594
H -5.83 1.43 1.28  0.441
H -2.65 -1.95 -0.84  0.485
H -5.82 -2.90 0.62  0.361
H -2.68 2.35 -0.18  0.353
C 9.78 -0.66 -1.98  -0.973
C 8.47 -0.78 -1.79  0.397
C 7.84 -0.83 -0.41  1.080
O 6.62 -0.89 -0.36  -0.600
C 8.70 -0.79 0.74  -1.040
C 10.03 -0.68 0.56  0.260
C 10.65 -0.59 -0.81  1.027
O 11.86 -0.47 -0.86  -0.577
O 10.89 -0.63 1.55  -0.537
O 7.58 -0.88 -2.78  -0.545
H 10.24 -0.62 -2.96  0.447
H 8.24 -0.84 1.72  0.447
H 11.78 -0.54 1.15  0.380
H 6.72 -1.03 -2.34  0.316
C -8.88 2.80 5.83  -1.012
C -9.47 1.59 5.84  0.229
C -9.06 0.48 4.90  1.093
O -9.65 -0.58 5.02  -0.619
C -8.01 0.73 3.94  -0.866
C -7.42 1.93 3.93  0.121
C -7.82 3.04 4.88  0.988
O -7.20 4.08 4.78  -0.654
O -6.45 2.28 3.10  -0.447
O -10.45 1.26 6.67  -0.558
H -9.17 3.60 6.49  0.435
H -7.73 -0.07 3.26  0.515
H -6.23 3.21 3.33  0.348
H -10.68 0.34 6.46  0.383


Record 2
Density functional theory data (wB97M-V/def2-TZVPD) for the molecule CH2NO2.

As for the energy above the lowest of the compared OMol25 structures with the same formula, charge and spin: 118.11 kJ/mol. The charge is 0. The electronic energy is -6651.8303 eV. As for the spin multiplicity: 2. As for the LUMO energy (alpha / beta): 0.63 / -3.81 eV.

Each line ends with the Mulliken charge.
Atoms and positions in Å:
N 0.74 -1.13 0.37  -0.525
C -0.10 0.10 0.05  0.671
O 0.43 1.25 0.11  -0.459
O -1.26 -0.07 -0.42  -0.242
H 0.60 -1.77 -0.40  0.269
H 1.45 -0.43 0.08  0.285


Record 3
Density functional theory data (wB97M-V/def2-TZVPD) for a structure of composition C27H30F5N5O5SSeTeW.

As for the energy above the lowest of the compared OMol25 structures with the same formula, charge and spin: 165.60 kJ/mol. The charge is -2. The electronic energy is -145065.8246 eV. As for the LUMO energy (alpha / beta): 3.70 / 3.70 eV.

Each line ends with the Mulliken charge.
Atoms and positions in Å:
W -0.96 0.21 0.17  1.564
C 1.53 3.43 0.30  -0.098
C 1.61 3.12 -1.20  -0.779
C 0.43 2.30 -1.71  -1.292
N 0.45 0.89 -1.29  0.536
C 1.20 0.04 -1.97  1.438
C 1.95 0.42 -3.11  -1.379
C 2.85 -0.28 -3.90  -0.692
C 3.38 -1.55 -3.76  -0.955
C 3.06 -2.44 -2.74  -0.391
C 2.10 -2.35 -1.76  -0.677
C 1.12 -1.35 -1.48  0.824
N 0.12 -1.56 -0.67  0.167
C -0.10 -2.93 -0.20  -1.549
C -1.49 -3.14 0.39  -0.747
C -1.60 -2.55 1.79  -0.914
N -0.86 -1.31 1.77  -0.045
C -1.00 -0.39 2.82  1.587
C -1.58 -0.84 4.11  -1.796
C -1.10 -0.83 5.36  -0.538
C 0.14 -0.33 5.88  -0.707
C 1.08 0.33 5.19  -0.907
C 1.14 0.68 3.80  -0.076
C 0.29 0.42 2.78  1.024
N 0.56 0.74 1.47  -0.208
C 1.96 1.04 1.14  -1.000
C 2.35 2.52 1.21  -1.231
H 0.49 3.41 0.62  -0.325
H 1.85 4.46 0.48  0.507
H 2.56 2.62 -1.44  0.352
H 1.59 4.06 -1.76  0.558
H 0.35 2.35 -2.80  0.402
H -0.48 2.75 -1.34  0.663
H 1.79 1.43 -3.44  0.210
H 3.21 0.28 -4.75  0.318
H 4.12 -1.87 -4.48  0.325
H 3.63 -3.36 -2.72  0.315
H 2.06 -3.19 -1.09  0.429
H 0.65 -3.18 0.56  0.502
H 0.04 -3.60 -1.05  0.896
H -1.71 -4.21 0.40  0.583
H -2.23 -2.65 -0.25  0.161
H -1.15 -3.24 2.52  0.316
H -2.66 -2.45 2.05  0.370
H -2.57 -1.26 3.98  0.176
H -1.77 -1.27 6.10  0.356
H 0.30 -0.48 6.94  0.295
H 1.95 0.66 5.76  0.294
H 2.02 1.26 3.55  0.236
H 2.17 0.67 0.14  -0.009
H 2.59 0.46 1.82  0.883
H 3.41 2.58 0.93  0.461
H 2.26 2.89 2.23  0.477
O -4.06 1.57 1.56  -0.581
S -3.49 0.28 1.70  1.250
O -4.16 -0.62 2.60  -0.737
O -1.94 0.67 2.18  -0.368
O -3.08 -0.49 0.47  -0.487
Se -2.24 -0.15 -2.45  0.039
C -1.45 -1.60 -3.41  0.152
C -0.56 -1.35 -4.46  -0.196
C 0.00 -2.40 -5.16  -0.492
N -0.25 -3.69 -4.91  -0.715
C -1.11 -3.93 -3.92  -0.487
C -1.72 -2.94 -3.16  -0.239
H -0.29 -0.33 -4.70  0.408
H 0.70 -2.20 -5.97  0.380
H -1.32 -4.97 -3.71  0.370
H -2.43 -3.22 -2.40  0.523
F -0.65 5.36 2.29  -0.562
Te -2.21 4.55 1.36  1.700
F -2.96 6.25 1.68  -0.417
F -2.93 4.23 3.18  -0.559
F -3.82 4.44 0.24  -0.542
F -1.38 5.43 -0.22  -0.564
O -1.70 1.71 -0.14  -0.783


Record 4
Density functional theory data (wB97M-V/def2-TZVPD) for a cluster of 2 separate species, C13H14OP in total.

As for the energy above the lowest of the compared OMol25 structures with the same formula, charge and spin: 593.76 kJ/mol. The charge is +1. The electronic energy is -25032.3992 eV. As for the LUMO energy (alpha / beta): -6.31 / -6.31 eV.

Each line ends with the Mulliken charge.
Atoms and positions in Å:
C 4.05 -0.98 -0.77  -0.429
C -4.08 -1.33 -0.10  -0.256
C 2.88 -1.59 -1.21  -0.386
C 3.98 -0.08 0.30  -0.592
C -3.95 0.03 -0.39  -0.769
C -3.08 -2.13 0.36  -0.807
C 1.65 -1.16 -0.82  -0.570
C 2.72 0.41 0.77  -0.251
C -2.66 0.53 -0.42  -0.424
C -1.75 -1.58 0.38  0.067
C 1.58 -0.11 0.16  0.707
C -1.50 -0.18 0.04  0.347
C -0.39 2.28 1.17  -0.946
O 0.25 2.49 -1.95  -0.604
P -0.04 0.74 0.29  0.839
H 5.04 -1.45 -1.03  0.344
H -5.01 -1.79 -0.21  0.415
H 3.00 -2.36 -2.04  0.301
H 4.78 0.52 0.63  0.385
H -4.72 0.67 -0.62  0.459
H -3.34 -3.07 0.76  0.424
H 0.84 -1.83 -1.02  0.300
H 2.54 1.25 1.48  0.302
H -2.38 1.59 -0.67  0.342
H -0.96 -2.30 0.65  0.343
H -1.05 2.10 2.12  0.377
H -0.99 2.82 0.42  0.386
H 0.42 2.87 1.34  0.459
H 0.49 2.38 -2.89  0.236


Record 5
Density functional theory data (wB97M-V/def2-TZVPD) for a structure of composition CFeNO5S2.

As for the energy above the lowest of the compared OMol25 structures with the same formula, charge and spin: 217.46 kJ/mol. The charge is +1. The electronic energy is -68809.4837 eV. As for the spin multiplicity: 7. As for the LUMO energy (alpha / beta): -5.68 / -9.24 eV.

Each line ends with the Mulliken charge.
Atoms and positions in Å:
Fe 1.49 -1.49 -0.46  1.080
N 0.88 0.65 -0.64  -0.393
S -0.34 0.29 0.48  0.828
O 0.02 -1.19 0.77  -0.607
S 2.34 1.07 -0.03  0.593
O 3.09 -0.30 0.01  -0.532
O -1.57 0.27 -0.53  -0.244
C -1.79 -1.10 -1.36  0.670
O -2.11 -2.07 -0.69  -0.236
O -1.40 -0.95 -2.49  -0.159